{"formula": "C4H7O2P", "method": "ωB97M-V/def2-TZVPD", "elements": ["O", "H", "H", "C", "O", "C", "C", "H", "H", "P", "H", "C", "H", "H"], "positions_angstrom": [[3.1864, 0.1571, 0.0837], [1.1105, 1.1676, 1.4266], [-1.3269, -1.3570, 1.1432], [0.8201, -1.3739, 0.6905], [0.6814, 1.8937, 0.7815], [-0.7793, 0.1577, -0.1474], [-0.4340, -1.0388, 0.6608], [-1.6571, 0.6392, 0.1766], [1.3478, -2.1689, 1.2816], [1.8994, -0.3522, -0.3099], [1.9851, -1.0494, -1.4454], [0.4729, 1.0705, -0.3190], [-0.9532, -0.1901, -1.1563], [0.4488, 1.7472, -1.1803]], "atomic_forces_ev_per_a": [[2.4, 0.6, 1.4], [-1.3, 3.1, -1.1], [0.0, -1.4, 0.8], [3.1, -1.9, 1.5], [2.0, -3.0, 2.7], [1.8, 0.5, -1.8], [-1.4, 1.6, -0.1], [-1.0, 0.8, 0.6], [-1.1, 0.5, -0.5], [-3.7, 2.1, 0.0], [-0.2, -0.8, -1.8], [0.0, -1.4, -0.8], [-0.5, -0.2, -0.5], [-0.1, -0.6, -0.2]], "mulliken_charge": [-0.6226, 0.4047, 0.4090, -0.4976, -0.5021, -0.5359, -0.2091, 0.3834, 0.3698, 0.4105, 0.0880, -0.4626, 0.2947, 0.4699], "orbital_gap_ev": 10.263, "e_above_lowest_kcal_mol": 42.8, "smiles": "O=[P@H]1C=CC[C@H]1O", "e_homo_ha": -0.3523}